w) {"formula": "C4H10OSi", "method": "ωB97M-V/def2-TZVPD", "homo_energy_ev": -10.3, "homo_lumo_gap_ev": 10.953, "species": ["C", "C", "C", "C", "O", "Si", "H", "H", "H", "H", "H", "H", "H", "H", "H", "H"], "coordinates": [[-4.38, -0.17, -0.33], [-3.27, -0.43, -0.67], [1.17, -0.23, 1.88], [2.34, 0.58, -0.93], [-0.25, -0.84, -0.66], [0.72, 0.28, 0.02], [0.18, 1.66, 0.11], [-5.38, -0.04, -0.15], [-2.29, -0.66, -0.92], [2.11, 0.10, 2.18], [0.32, 0.05, 2.48], [1.33, -1.27, 1.91], [2.55, 1.60, -1.24], [3.04, -0.02, -0.22], [2.26, 0.02, -1.90], [-0.46, -0.65, -1.57]]}

---

x) {"formula": "C4H10OSi", "method": "ωB97M-V/def2-TZVPD", "homo_energy_ev": -8.3, "homo_lumo_gap_ev": 8.081, "species": ["C", "C", "C", "C", "O", "Si", "H", "H", "H", "H", "H", "H", "H", "H", "H", "H"], "coordinates": [[-0.69, 1.89, 1.70], [-1.30, 0.69, 1.83], [-0.84, -0.54, 1.18], [1.76, -0.22, -1.51], [1.36, -1.28, -2.41], [-0.08, -2.01, -2.59], [-1.07, 2.70, 2.27], [0.09, 1.95, 1.06], [-0.80, -1.55, 1.64], [0.25, -0.63, 0.87], [-1.36, -0.81, 0.28], [1.87, 0.77, -2.00], [2.78, -0.57, -1.29], [1.09, -0.12, -0.69], [-0.90, -0.79, -2.86], [-2.16, 0.53, 2.53]]}

---

Bottom line: w), by a margin of 0.0503 hartree.

---

w) {"formula": "C28H35F21O14", "method": "ωB97M-V/def2-TZVPD", "homo_energy_ev": -11.2, "homo_lumo_gap_ev": 11.613, "species": ["C", "C", "O", "C", "O", "C", "F", "F", "F", "H", "H", "H", "H", "H", "C", "C", "O", "C", "O", "C", "F", "F", "F", "H", "H", "H", "H", "H", "C", "C", "O", "C", "O", "C", "F", "F", "F", "H", "H", "H", "H", "H", "C", "C", "O", "C", "O", "C", "F", "F", "F", "H", "H", "H", "H", "H", "C", "C", "O", "C", "O", "C", "F", "F", "F", "H", "H", "H", "H", "H", "C", "C", "O", "C", "O", "C", "F", "F", "F", "H", "H", "H", "H", "H", "C", "C", "O", "C", "O", "C", "F", "F", "F", "H", "H", "H", "H", "H"], "coordinates": [[-7.22, -2.24, 4.17], [-6.94, -3.43, 5.06], [-6.41, -4.60, 4.48], [-6.00, -5.60, 5.28], [-6.03, -5.48, 6.50], [-5.50, -6.88, 4.60], [-5.20, -6.62, 3.34], [-4.37, -7.37, 5.23], [-6.43, -7.81, 4.63], [-7.69, -1.46, 4.78], [-7.83, -2.45, 3.29], [-6.25, -1.90, 3.82], [-7.91, -3.65, 5.51], [-6.36, -3.17, 5.94], [-5.21, 5.24, 7.93], [-6.09, 6.16, 7.09], [-7.34, 6.41, 7.68], [-8.42, 6.77, 6.95], [-8.28, 7.14, 5.76], [-9.74, 6.82, 7.71], [-10.53, 5.91, 7.17], [-9.56, 6.44, 8.97], [-10.27, 8.05, 7.72], [-5.20, 5.54, 8.97], [-4.21, 5.34, 7.49], [-5.58, 4.22, 7.86], [-6.10, 5.82, 6.05], [-5.72, 7.18, 7.04], [12.06, 1.26, -1.00], [11.77, 0.04, -0.18], [10.39, -0.11, -0.08], [9.89, -1.23, 0.54], [10.60, -2.24, 0.84], [8.41, -1.09, 0.86], [7.91, 0.05, 0.31], [7.78, -2.10, 0.35], [8.23, -1.18, 2.19], [11.57, 2.12, -0.54], [11.63, 1.17, -2.00], [13.12, 1.53, -1.05], [12.16, 0.15, 0.83], [12.19, -0.86, -0.64], [-8.83, -5.71, -7.70], [-7.55, -4.84, -7.80], [-6.63, -5.14, -6.74], [-5.50, -4.48, -6.75], [-4.99, -3.85, -7.69], [-4.72, -4.64, -5.42], [-3.58, -5.30, -5.70], [-4.31, -3.46, -4.97], [-5.41, -5.43, -4.57], [-9.63, -5.33, -7.06], [-8.63, -6.69, -7.27], [-9.33, -5.75, -8.66], [-7.93, -3.82, -7.73], [-7.06, -5.03, -8.75], [2.86, 3.68, 3.76], [1.56, 3.20, 4.32], [1.13, 2.06, 3.55], [0.05, 1.33, 3.66], [-0.89, 1.69, 4.31], [0.10, 0.19, 2.62], [1.24, 0.18, 1.92], [0.02, -0.93, 3.34], [-0.95, 0.24, 1.83], [2.63, 3.94, 2.73], [3.66, 2.95, 3.68], [3.21, 4.56, 4.31], [0.79, 3.96, 4.30], [1.69, 2.85, 5.35], [4.19, 7.83, -8.12], [3.45, 8.21, -6.86], [3.91, 7.60, -5.72], [5.13, 7.81, -5.18], [5.77, 8.82, -5.48], [5.52, 6.85, -4.09], [4.48, 6.09, -3.66], [6.57, 6.07, -4.52], [5.95, 7.57, -3.12], [3.57, 8.01, -9.00], [4.47, 6.78, -8.23], [5.19, 8.27, -8.21], [2.38, 8.03, -7.00], [3.50, 9.28, -6.68], [2.39, -6.50, -1.10], [3.29, -7.19, -2.19], [4.25, -6.24, -2.75], [5.12, -6.63, -3.71], [5.16, -7.71, -4.31], [5.98, -5.48, -4.19], [5.93, -5.42, -5.52], [5.44, -4.34, -3.81], [7.25, -5.61, -3.79], [2.93, -6.15, -0.22], [1.64, -7.17, -0.67], [1.91, -5.57, -1.39], [2.58, -7.44, -2.98], [3.74, -8.11, -1.84]]}

---

x) {"formula": "C28H35F21O14", "method": "ωB97M-V/def2-TZVPD", "homo_energy_ev": -11.0, "homo_lumo_gap_ev": 11.451, "species": ["C", "C", "O", "C", "O", "C", "F", "F", "F", "H", "H", "H", "H", "H", "C", "C", "O", "C", "O", "C", "F", "F", "F", "H", "H", "H", "H", "H", "C", "C", "O", "C", "O", "C", "F", "F", "F", "H", "H", "H", "H", "H", "C", "C", "O", "C", "O", "C", "F", "F", "F", "H", "H", "H", "H", "H", "C", "C", "O", "C", "O", "C", "F", "F", "F", "H", "H", "H", "H", "H", "C", "C", "O", "C", "O", "C", "F", "F", "F", "H", "H", "H", "H", "H", "C", "C", "O", "C", "O", "C", "F", "F", "F", "H", "H", "H", "H", "H"], "coordinates": [[-17.56, -24.82, -20.04], [-16.08, -24.48, -19.73], [-15.23, -24.97, -20.72], [-15.00, -26.33, -20.86], [-15.42, -27.18, -20.14], [-14.15, -26.69, -22.10], [-13.63, -25.60, -22.65], [-13.20, -27.54, -21.74], [-14.86, -27.30, -23.00], [-17.79, -24.80, -21.10], [-18.21, -24.06, -19.59], [-17.83, -25.78, -19.61], [-15.82, -24.78, -18.71], [-16.08, -23.39, -19.81], [-20.72, -17.68, -9.04], [-19.45, -18.33, -9.24], [-19.28, -18.65, -10.63], [-19.65, -19.87, -11.14], [-20.15, -20.80, -10.45], [-19.41, -19.99, -12.70], [-18.75, -18.94, -13.19], [-18.80, -21.12, -12.96], [-20.61, -19.95, -13.29], [-21.62, -18.25, -9.27], [-20.80, -16.70, -9.52], [-20.78, -17.52, -7.97], [-19.35, -19.22, -8.61], [-18.70, -17.62, -8.91], [-6.99, -13.10, -15.66], [-7.00, -14.49, -15.06], [-7.51, -15.44, -16.10], [-7.36, -16.76, -15.83], [-6.71, -17.17, -14.91], [-7.95, -17.70, -16.90], [-8.47, -17.02, -17.96], [-7.03, -18.54, -17.37], [-8.92, -18.42, -16.32], [-7.71, -12.92, -16.46], [-6.02, -12.91, -16.10], [-7.14, -12.42, -14.82], [-7.66, -14.42, -14.20], [-6.02, -14.67, -14.62], [-15.61, -26.33, -3.71], [-14.28, -25.60, -4.18], [-14.51, -25.11, -5.49], [-13.63, -25.46, -6.44], [-12.45, -25.80, -6.27], [-14.14, -25.16, -7.89], [-14.12, -26.22, -8.63], [-15.36, -24.59, -7.89], [-13.32, -24.31, -8.47], [-16.49, -25.69, -3.77], [-15.51, -26.66, -2.68], [-15.77, -27.17, -4.39], [-13.36, -26.16, -4.05], [-14.15, -24.76, -3.49], [-12.81, -16.79, -12.25], [-14.05, -17.20, -13.13], [-13.75, -18.40, -13.78], [-13.78, -19.59, -13.08], [-14.15, -19.79, -11.94], [-13.42, -20.77, -14.01], [-14.34, -21.78, -13.83], [-13.32, -20.45, -15.27], [-12.25, -21.25, -13.62], [-12.71, -15.71, -12.40], [-11.88, -17.31, -12.47], [-13.11, -16.89, -11.20], [-14.26, -16.40, -13.84], [-15.01, -17.29, -12.62], [-10.30, -32.41, -16.97], [-10.91, -31.04, -17.05], [-11.93, -30.83, -16.10], [-12.44, -29.53, -15.98], [-12.03, -28.55, -16.65], [-13.68, -29.44, -15.08], [-13.74, -28.16, -14.58], [-14.77, -29.65, -15.91], [-13.60, -30.36, -14.08], [-10.96, -33.17, -17.40], [-10.13, -32.74, -15.95], [-9.43, -32.52, -17.62], [-11.26, -30.84, -18.06], [-10.16, -30.25, -17.03], [-6.69, -7.44, -5.12], [-8.15, -7.54, -5.63], [-8.27, -8.40, -6.73], [-9.25, -9.35, -6.86], [-10.06, -9.63, -5.98], [-9.13, -10.05, -8.25], [-8.34, -9.38, -9.13], [-8.76, -11.30, -8.16], [-10.29, -10.08, -8.92], [-5.96, -7.33, -5.92], [-6.58, -8.25, -4.41], [-6.69, -6.54, -4.50], [-8.62, -6.59, -5.89], [-8.84, -7.92, -4.88]]}

---

Bottom line: x), by a margin of 0.0040 hartree.

---

w) {"formula": "C5H15N2", "method": "ωB97M-V/def2-TZVPD", "homo_energy_ev": [-19.6, -19.8], "homo_lumo_gap_ev": [12.903, 7.700], "s2": 0.7547, "total_charge": 2, "multiplicity": 2, "species": ["C", "C", "C", "C", "C", "N", "N", "H", "H", "H", "H", "H", "H", "H", "H", "H", "H", "H", "H", "H", "H", "H"], "coordinates": [[-0.21, -1.18, -2.04], [-1.00, -0.44, -0.97], [-0.26, 0.88, -0.53], [0.72, 1.12, 0.60], [0.03, 1.45, 1.96], [-0.64, 0.36, 2.52], [0.93, -1.93, -1.26], [-0.84, -1.86, -2.61], [0.34, -0.56, -2.75], [-2.01, -0.19, -1.28], [-1.14, -1.06, -0.07], [-1.01, 1.68, -0.53], [0.21, 1.20, -1.46], [1.49, 0.36, 0.83], [1.31, 2.00, 0.33], [-0.54, 2.36, 1.80], [0.79, 1.90, 2.64], [-1.46, 0.51, 3.12], [-0.07, -0.37, 2.97], [0.56, -2.80, -0.86], [1.70, -2.21, -1.87], [1.10, -1.21, -0.56]]}

---

x) {"formula": "C5H15N2", "method": "ωB97M-V/def2-TZVPD", "homo_energy_ev": [-20.3, -20.4], "homo_lumo_gap_ev": [12.755, 7.404], "s2": 0.7547, "total_charge": 2, "multiplicity": 2, "species": ["N", "C", "C", "C", "N", "C", "C", "H", "H", "H", "H", "H", "H", "H", "H", "H", "H", "H", "H", "H", "H", "H"], "coordinates": [[-1.30, -0.53, -2.03], [-1.54, 0.20, -0.84], [-2.69, -0.43, 0.04], [-0.27, 0.56, 0.01], [0.95, -0.30, -0.23], [2.22, 0.29, 0.32], [2.30, 0.18, 1.84], [-1.61, -0.18, -2.94], [0.88, -1.27, 0.08], [-1.19, -1.55, -2.01], [-1.95, 1.16, -1.16], [-2.35, -0.59, 1.04], [-3.11, -1.38, -0.31], [-3.50, 0.29, 0.08], [0.09, 1.55, -0.22], [-0.46, 0.60, 1.08], [1.08, -0.30, -1.25], [3.07, -0.20, -0.15], [2.28, 1.33, 0.02], [2.49, -0.85, 2.14], [1.44, 0.62, 2.34], [3.17, 0.77, 2.16]]}

---

Bottom line: w), by a margin of 0.0122 hartree.